# 1
Density functional theory data (ωB97M-V/def2-TZVPD) for a molecular structure, C59H52Br2F5NO16PS in a non-equilibrium geometry.

Structure (XYZ):
```
137
Properties=species:S:1:pos:R:3:forces:R:3
C 0.6207 -3.5563 7.3893 0.48 0.22 -1.65
C 0.2095 -4.0590 6.3473 -0.71 0.35 0.05
C -0.5141 -4.5277 5.0199 1.15 0.93 1.67
C -0.3940 -3.2841 3.9991 1.51 -2.25 0.22
N -1.1622 -2.1543 4.5846 0.21 1.12 0.79
C -1.7750 -1.1916 3.6217 -1.08 1.91 -1.76
C -2.1740 0.1418 4.3456 -2.13 0.59 1.18
Br -0.9023 1.6170 4.7345 -0.58 -1.71 -0.62
C -3.4784 0.3625 4.8033 1.12 -0.23 -0.28
C -4.6633 -0.6690 4.6642 1.09 -0.03 -0.84
Br -3.9450 2.0667 5.7029 0.14 -1.76 -0.87
C -0.9162 -0.9891 2.2723 -0.06 -1.16 -0.53
P 0.8765 -0.4739 2.5559 1.06 -0.19 2.28
C 2.1073 -1.6836 1.8039 0.76 -0.25 -1.95
C 2.1008 -1.6960 0.1755 -1.10 0.28 0.38
C 1.2432 1.2755 1.9695 0.52 0.96 -0.96
C 2.6626 1.4341 1.2363 -0.04 -0.65 0.27
C -1.0411 -2.4214 1.5198 -1.74 0.76 0.40
C -0.6853 -3.6533 2.4876 0.58 1.20 0.18
S -1.8985 -5.0421 2.2337 3.00 -3.67 -5.47
O -2.0892 -5.1191 0.7619 -0.62 1.66 2.69
O -1.3429 -6.3630 2.6217 -1.27 3.04 1.65
C -3.5878 -4.7121 2.9433 -2.53 -1.08 0.55
F -3.6169 -3.9077 4.0892 0.22 -0.70 -2.01
F -4.4691 -4.2623 1.9600 2.11 -0.10 2.18
C -4.1776 -6.1455 3.4045 -1.45 -1.06 1.24
F -5.5116 -5.9704 3.7894 2.49 -0.06 -0.86
F -4.1697 -7.0785 2.3979 0.37 1.88 2.07
F -3.5203 -6.5826 4.5623 -1.00 0.74 -2.65
H 1.2228 -2.9595 8.1212 -1.13 -1.20 -0.82
H -0.0063 -5.4521 4.6226 -0.68 1.06 0.31
H -1.5795 -4.7526 5.3188 1.05 0.08 -0.61
H 0.7081 -2.9911 4.0534 -1.59 -0.09 -0.24
H -1.9087 -2.4441 5.2485 0.53 -0.15 -0.50
H -0.4973 -1.6050 5.1734 -0.24 -0.34 -0.41
H -2.7405 -1.6813 3.2538 1.20 0.72 0.67
H -4.2639 -1.6897 4.9722 -0.84 1.26 -0.10
H -4.8880 -0.7573 3.5474 -0.02 0.19 1.47
H -5.5923 -0.3789 5.2295 1.23 -0.32 -0.58
H -1.4226 -0.1708 1.6775 0.27 -1.10 0.60
H 3.1643 -1.3595 2.0836 -1.59 -0.27 0.13
H 2.0050 -2.7429 2.2178 -0.05 1.49 -0.38
H 3.0413 -1.2635 -0.2692 -0.93 -0.71 0.54
H 1.2428 -0.9986 -0.1173 1.17 -0.97 0.00
H 1.8557 -2.7240 -0.2428 0.53 1.26 0.44
H 1.2888 1.9688 2.8727 -0.38 -1.21 -1.07
H 0.4357 1.6603 1.2665 0.87 -0.43 0.93
H 3.0352 2.4931 1.3733 -0.56 -1.17 -0.43
H 3.4445 0.7633 1.7223 -0.98 0.88 -0.61
H 2.5927 1.1284 0.1442 0.20 0.59 1.40
H -0.5118 -2.4473 0.5275 -0.34 -0.18 1.29
H -2.1579 -2.5101 1.2816 1.46 0.05 0.08
H 0.2965 -4.0750 2.0806 -1.58 -0.13 0.67
C 7.3260 0.8199 -0.6145 0.19 0.04 0.03
C 8.2195 1.7637 -0.9070 -0.01 -0.22 0.12
C 7.8285 2.9905 -1.6367 0.17 0.20 -0.06
O 8.6421 3.8510 -1.9060 -0.14 -0.17 0.05
C 6.4074 3.1290 -2.0272 -0.26 0.00 -0.04
C 5.5145 2.1848 -1.7344 0.03 0.16 -0.07
C 5.9056 0.9587 -1.0049 -0.11 -0.13 0.01
O 5.0895 0.0964 -0.7353 0.05 0.10 0.03
H 7.5940 -0.0841 -0.0822 -0.03 -0.01 -0.02
H 9.2625 1.6786 -0.6283 0.00 0.03 -0.02
H 6.1390 4.0332 -2.5598 0.04 0.01 -0.01
H 4.4715 2.2697 -2.0132 0.01 -0.03 0.00
C 11.6215 6.2857 -6.1205 0.18 -0.08 -0.11
C 12.3693 5.1886 -6.0087 -0.02 0.22 -0.12
C 12.0244 4.1195 -5.0442 0.16 -0.26 0.04
O 12.7066 3.1196 -4.9400 -0.12 0.16 -0.02
C 10.8171 4.3161 -4.2111 -0.17 0.11 0.04
C 10.0697 5.4134 -4.3235 -0.02 -0.17 0.12
C 10.4145 6.4809 -5.2869 -0.11 0.12 -0.02
O 9.7299 7.4811 -5.3897 0.25 -0.17 -0.04
H 11.8585 7.0779 -6.8196 -0.03 0.01 0.02
H 13.2550 5.0290 -6.6109 0.00 -0.03 0.03
H 10.5790 3.5251 -3.5120 0.02 0.03 0.01
H 9.1840 5.5730 -3.7214 0.02 -0.01 0.00
C 5.1128 9.8861 -4.5657 -0.04 0.17 0.01
C 5.3405 11.1852 -4.3762 -0.22 -0.10 0.01
C 6.7060 11.6946 -4.1173 0.11 0.13 0.00
O 6.9149 12.8812 -3.9419 -0.02 -0.16 -0.03
C 7.8071 10.7078 -4.0786 0.03 -0.14 0.00
C 7.5797 9.4084 -4.2683 0.19 0.13 0.17
C 6.2143 8.8984 -4.5271 -0.05 -0.22 -0.08
O 6.0053 7.7126 -4.7019 0.01 0.15 0.10
H 4.1208 9.4955 -4.7555 0.01 -0.01 -0.01
H 4.5457 11.9214 -4.4020 0.02 0.02 -0.04
H 8.7990 11.0988 -3.8888 -0.02 0.02 0.00
H 8.3738 8.6730 -4.2429 -0.11 0.03 -0.07
C 2.1744 15.7328 -4.7944 -0.14 0.16 0.00
C 2.4019 17.0315 -4.6048 -0.19 -0.18 -0.05
C 3.7673 17.5422 -4.3457 0.14 0.33 0.06
O 3.9746 18.7261 -4.1709 -0.07 -0.19 -0.03
C 4.8686 16.5546 -4.3072 0.03 -0.21 -0.02
C 4.6411 15.2552 -4.4969 0.19 0.10 0.00
C 3.2763 14.7459 -4.7557 0.02 -0.12 -0.02
O 3.0669 13.5593 -4.9311 -0.04 0.16 0.04
H 1.1827 15.3416 -4.9843 0.02 -0.03 0.00
H 1.6077 17.7672 -4.6305 0.04 0.02 0.01
H 5.8604 16.9453 -4.1173 -0.02 0.03 0.00
H 5.4359 14.5191 -4.4710 -0.02 -0.01 0.04
C -5.7988 -6.7477 -0.9307 0.07 0.11 0.23
C -6.1019 -5.5229 -0.5044 0.11 -0.24 0.02
C -6.9866 -4.6335 -1.2888 -0.16 0.30 -0.01
O -7.2604 -3.5145 -0.8988 0.12 -0.16 0.02
C -7.5228 -5.1571 -2.5639 0.03 -0.17 -0.07
C -7.2202 -6.3831 -2.9918 -0.14 0.25 -0.14
C -6.3356 -7.2721 -2.2070 0.04 -0.18 -0.16
O -6.0588 -8.3918 -2.5935 0.30 0.52 0.31
H -5.1524 -7.4116 -0.3699 0.00 -0.03 -0.04
H -5.7195 -5.1242 0.4255 -0.10 -0.03 -0.13
H -8.1688 -4.4931 -3.1243 0.01 0.02 0.03
H -7.6028 -6.7823 -3.9226 0.06 -0.08 0.03
C -8.7651 -7.2650 8.6429 -0.17 -0.17 -0.05
C -9.2661 -8.1793 7.8127 -0.01 0.14 0.23
C -8.6066 -8.4903 6.5248 -0.21 -0.28 -0.18
O -9.0625 -9.3212 5.7663 0.12 0.17 0.11
C -7.3687 -7.7477 6.1958 0.25 0.22 0.03
C -6.8680 -6.8338 7.0262 -0.01 -0.16 -0.26
C -7.5277 -6.5231 8.3139 0.07 0.21 0.27
O -7.0695 -5.6907 9.0717 -0.03 -0.10 -0.17
H -9.2345 -7.0243 9.5884 0.04 0.03 0.00
H -10.1698 -8.7315 8.0384 0.02 -0.02 -0.05
H -6.8989 -7.9882 5.2503 -0.05 -0.04 0.00
H -5.9641 -6.2815 6.8006 -0.01 0.01 0.05
C -10.0535 -10.1527 -5.0750 -0.18 -0.11 -0.05
C -10.5889 -11.2538 -4.5504 -0.04 0.18 -0.19
C -9.9440 -11.9573 -3.4192 -0.09 -0.32 0.20
O -10.4311 -12.9626 -2.9420 0.06 0.18 -0.10
C -8.6829 -11.3895 -2.8928 0.09 0.20 -0.08
C -8.1454 -10.2872 -3.4166 0.16 -0.24 0.25
C -8.7923 -9.5845 -4.5487 0.10 0.06 -0.03
O -8.3075 -8.5771 -5.0294 -0.16 -0.11 0.00
H -10.5113 -9.6259 -5.9030 0.03 0.02 0.00
H -11.5111 -11.6820 -4.9231 0.02 -0.03 0.04
H -8.2259 -11.9171 -2.0650 -0.03 -0.03 -0.01
H -7.2189 -9.8596 -3.0402 -0.35 -0.19 -0.25
```
Positions in Å, forces in eV/Å.

The value obtained for the highest occupied orbital energy is -10.8711 eV. The calculation puts the lowest unoccupied orbital energy at -0.1267 hartree. The charge is +1. The strongest force on any atom is 7.24 eV Å⁻¹.

# 2
Density functional theory data (ωB97M-V/def2-TZVPD) for C3H4N2OS in the gas phase in a non-equilibrium geometry.

Structure (XYZ):
```
11
Properties=species:S:1:pos:R:3:forces:R:3
O 2.2258 -2.0057 -0.0809 -0.07 -1.55 -0.66
N 1.1810 -1.2810 -0.6368 -1.15 1.97 -0.31
C 0.9647 -0.1152 -0.1175 0.74 -1.88 -0.79
N 0.2339 0.8860 -0.6858 -2.35 1.03 -2.19
C -0.9773 1.2613 -0.4692 2.81 -1.56 0.52
C -1.7709 0.7635 0.5878 -2.35 -1.63 3.23
S -1.1907 -0.3097 1.7405 -1.48 1.68 -1.38
H 2.1886 -2.8471 -0.6436 0.14 1.82 1.32
H 1.4904 0.3768 0.6484 1.36 -0.17 1.54
H -1.4864 2.0300 -0.9554 0.14 1.56 -1.50
H -2.8591 1.2411 0.6125 2.21 -1.27 0.25
```
Positions in Å, forces in eV/Å.

The value obtained for the highest occupied orbital energy is -8.4694 eV. The calculation puts the lowest unoccupied orbital energy at -0.0689 hartree. The value obtained for the energy above the lowest of the compared OMol25 structures with the same formula, charge and spin is 107.58 kcal/mol. As for the SMILES: O/N=C/N=C\C=S. The charge is 0. The strongest force on any atom is 4.31 eV Å⁻¹.

# 3
Density functional theory data (ωB97M-V/def2-TZVPD) for 5 unconnected molecules or ions with the total composition C33H29N2O10 in a non-equilibrium geometry.

Structure (XYZ):
```
74
Properties=species:S:1:pos:R:3:forces:R:3
C 7.0713 -1.9066 2.4829 -0.25 0.38 1.14
C 7.6310 -0.5140 1.9089 0.64 -0.28 -0.70
C 6.7823 0.1103 0.6907 1.26 -0.14 -0.57
N 5.4135 -0.4710 0.5106 -0.98 2.23 1.88
C 4.4753 -0.0588 1.5521 -3.07 -1.31 0.63
C 3.1678 -0.9340 1.6940 -0.64 2.48 2.78
C 2.0704 -0.6181 2.7814 3.68 2.05 -1.87
C 0.8070 -1.5844 2.8830 -1.05 -2.92 2.86
O 0.6675 -2.2774 3.9305 0.80 3.49 -4.50
O -0.1328 -1.7080 1.8003 4.76 -1.45 0.45
C 2.3455 0.6259 3.6893 2.56 -0.70 -2.17
C 3.6433 1.4322 3.4728 -2.64 -2.93 -0.66
N 4.6166 1.0712 2.4333 -2.59 -1.62 0.69
H 6.4541 -2.5131 1.7293 1.06 1.05 1.05
H 7.9156 -2.5719 2.9065 -1.30 1.20 -0.87
H 6.4082 -1.6530 3.3991 0.82 -0.64 -1.52
H 7.7699 0.3092 2.6908 -0.25 -1.45 -0.73
H 8.6896 -0.7358 1.4922 -1.76 0.60 0.65
H 6.6823 1.2516 0.7272 0.55 -1.53 0.07
H 7.3658 -0.1363 -0.2785 -1.25 0.54 1.55
H 5.0575 -0.0680 -0.3844 0.17 -0.62 0.63
H 2.9758 -1.8532 1.0376 0.79 1.69 0.94
H 0.2569 -2.3406 1.1433 -0.19 0.50 0.66
H 1.5963 0.8984 4.5229 1.54 -0.36 -1.57
H 3.8325 2.3394 4.1465 0.05 -1.56 -1.39
H 5.4342 1.6918 2.3625 -0.41 -0.68 -0.10
C -3.4673 -0.1386 3.9218 -0.24 -0.02 0.16
C -4.7763 0.0690 4.0708 0.33 -0.03 0.21
C -5.6821 0.1202 2.9034 -0.56 0.08 0.03
O -6.8753 0.3114 3.0379 0.39 -0.06 -0.03
C -5.0809 -0.0691 1.5660 0.23 -0.06 -0.25
C -3.7720 -0.2766 1.4176 -0.09 0.02 -0.04
C -2.8668 -0.3277 2.5842 0.19 -0.02 0.18
O -1.6682 -0.5200 2.4485 -2.25 1.91 0.75
H -2.7893 -0.1786 4.7654 0.01 -0.02 -0.02
H -5.2322 0.2087 5.0432 -0.03 0.01 -0.04
H -5.7583 -0.0294 0.7219 0.01 -0.01 0.00
H -3.3170 -0.4161 0.4454 -0.06 0.05 0.02
C -1.7735 -3.6843 -1.6728 0.06 0.41 0.11
C -2.3272 -2.4787 -1.5395 0.31 -0.16 0.04
C -3.7854 -2.2842 -1.6872 -0.32 0.18 -0.08
O -4.2911 -1.1820 -1.5673 0.18 -0.18 -0.01
C -4.6052 -3.4765 -1.9863 -0.11 -0.28 -0.02
C -4.0514 -4.6829 -2.1197 -0.22 0.23 0.02
C -2.5938 -4.8779 -1.9722 0.07 -0.60 -0.11
O -2.0873 -5.9770 -2.0914 -0.07 0.39 0.07
H -0.7075 -3.8453 -1.5690 -0.01 -0.07 -0.05
H -1.7409 -1.5944 -1.3197 -0.03 0.03 -0.02
H -5.6710 -3.3156 -2.0906 0.03 0.07 -0.06
H -4.6375 -5.5665 -2.3395 0.05 0.00 0.00
C 5.6449 3.8108 -0.5810 -0.01 0.24 -0.03
C 5.6320 5.1255 -0.8031 -0.05 -0.27 0.41
C 5.8212 5.6749 -2.1631 0.02 0.64 -0.28
O 5.8115 6.8721 -2.3659 -0.01 -0.46 0.15
C 6.0233 4.7104 -3.2651 0.03 -0.34 -0.13
C 6.0360 3.3954 -3.0416 0.05 0.14 -0.13
C 5.8470 2.8470 -1.6832 0.01 -0.13 -0.15
O 5.8567 1.6427 -1.4794 -0.24 0.29 -0.11
H 5.5086 3.3916 0.4083 -0.02 0.02 0.00
H 5.4844 5.8449 -0.0071 0.01 0.03 -0.05
H 6.1594 5.1294 -4.2542 -0.01 0.03 0.03
H 6.1835 2.6757 -3.8372 -0.01 -0.02 0.04
C -6.8716 0.3382 -3.4451 0.11 0.32 0.04
C -7.4251 1.5443 -3.3121 0.28 -0.21 0.01
C -8.8830 1.7395 -3.4597 -0.23 0.49 0.06
O -9.3883 2.8395 -3.3405 0.16 -0.33 -0.03
C -9.7033 0.5463 -3.7588 -0.05 -0.35 -0.06
C -9.1496 -0.6598 -3.8918 -0.27 0.16 -0.01
C -7.6920 -0.8547 -3.7442 0.14 -0.34 -0.04
O -7.1858 -1.9563 -3.8636 -0.08 0.22 0.08
H -5.8059 0.1773 -3.3408 -0.03 -0.06 0.03
H -6.8388 2.4280 -3.0924 -0.05 0.01 -0.01
H -10.7690 0.7072 -3.8630 0.02 0.04 0.01
H -9.7359 -1.5435 -4.1115 0.04 -0.01 0.00
```
Positions in Å, forces in eV/Å.

The value obtained for the highest occupied orbital energy is -11.5025 eV. The calculation puts the lowest unoccupied orbital energy at -0.1745 hartree. The charge is +1. The strongest force on any atom is 5.75 eV Å⁻¹.

# 4
Density functional theory data (ωB97M-V/def2-TZVPD) for a molecular structure, C4H6O2 in a non-equilibrium geometry.

Structure (XYZ):
```
12
Properties=species:S:1:pos:R:3:forces:R:3
C -1.4574 -0.5867 -0.5839 0.43 1.17 -2.84
C -0.5552 -0.5039 0.5507 -1.51 -2.72 1.45
O -0.9162 -0.9784 1.5971 -0.61 -0.50 1.37
C 0.7669 0.0708 0.6509 0.28 1.62 2.35
C 1.5821 0.7198 -0.2777 -1.32 1.70 -0.42
O 0.4102 1.4839 0.9132 3.00 -0.71 -3.17
H -0.8767 -1.0132 -1.3971 0.13 -0.13 -0.46
H -2.4081 -1.1012 -0.6076 0.08 -0.33 1.20
H -1.6694 0.4200 -0.9268 -0.03 0.43 -0.19
H 1.2674 -0.1783 1.5639 0.16 -1.30 0.23
H 1.1987 0.8121 -1.2764 -0.25 0.48 -0.24
H 2.6578 0.8551 -0.2064 -0.37 0.30 0.72
```
Positions in Å, forces in eV/Å.

The value obtained for the highest occupied orbital energy is -9.6722 eV. The calculation puts the lowest unoccupied orbital energy at 0.0010 hartree. The value obtained for the energy above the lowest of the compared OMol25 structures with the same formula, charge and spin is 92.67 kcal/mol. The charge is 0. The strongest force on any atom is 4.42 eV Å⁻¹.

# 5
Density functional theory data (ωB97M-V/def2-TZVPD) for a molecular structure, C15H31CdN3O8P in a non-equilibrium geometry.

Structure (XYZ):
```
59
Properties=species:S:1:pos:R:3:forces:R:3
Cd 0.0225 0.4461 1.2222 -1.35 0.68 -0.41
N 2.0794 1.2246 0.8987 0.43 1.34 -0.70
C 2.8657 1.4421 2.1163 0.58 1.00 0.65
C 2.5533 0.4852 3.2489 -0.99 -0.70 0.07
C 1.2621 0.9321 3.9866 -0.91 -0.15 0.49
O 1.3528 1.3261 5.1587 -0.01 -0.35 -1.21
O 0.1404 0.8723 3.3074 1.17 0.10 1.23
H 2.5452 0.5984 0.2568 0.11 -0.24 -0.03
H 1.9909 2.1261 0.3950 -0.21 -0.66 0.15
H 2.6896 2.4866 2.4961 0.01 -0.89 -0.51
H 3.9407 1.3878 1.9160 -0.01 0.01 -0.23
H 3.3450 0.5177 3.9898 0.16 -0.06 -0.01
H 2.4443 -0.5674 2.8629 0.06 0.88 0.32
C -3.8640 3.3368 1.7438 -0.60 0.67 -0.40
C -2.6081 2.7291 1.2233 1.47 -1.82 -0.55
N -2.1857 1.5289 1.5584 -0.40 0.85 -0.22
O -3.0385 0.8925 2.4646 0.15 -0.62 1.26
C -1.7729 3.4190 0.2677 1.61 0.22 -0.44
C -2.1183 4.7823 -0.2658 -0.87 -0.37 0.69
N -0.5752 2.8569 -0.0308 -2.17 -1.01 1.54
O 0.2092 3.4023 -0.8194 1.07 0.89 -0.88
H -4.0594 2.9621 2.7414 -0.08 0.02 0.10
H -4.7562 3.0836 1.1046 0.91 0.19 0.50
H -3.7510 4.4446 1.7570 -0.20 -0.79 0.01
H -2.4315 0.6085 3.1897 -0.43 0.25 -0.69
H -3.1376 4.7222 -0.6902 0.37 0.43 0.01
H -1.3970 5.0425 -1.0250 0.13 0.16 -0.19
H -2.1169 5.5371 0.5549 0.02 -0.25 -0.62
C -2.2797 -2.7143 -2.6615 -0.33 -0.15 0.04
C -2.2205 -1.7149 -1.4871 0.86 -0.53 -0.89
C -2.8343 -0.3832 -1.8855 0.17 0.54 1.00
C -2.7364 -2.2975 -0.1954 -0.77 -0.06 0.11
O -0.7924 -1.4153 -1.3393 -1.00 0.80 -0.89
P 0.3265 -2.2271 -0.5993 0.19 -0.75 2.54
O 0.2707 -3.7210 -0.7655 0.06 1.41 0.19
O 0.3099 -1.6481 0.8678 0.15 -1.09 -1.68
O 1.5655 -1.5407 -1.3290 0.50 0.72 -0.20
C 2.9087 -2.0430 -1.5816 -0.97 -0.19 0.47
C 3.4382 -2.6432 -0.2779 0.52 0.74 -0.03
C 3.6763 -0.8218 -2.1069 0.08 -0.34 -0.19
C 2.7305 -3.1169 -2.6380 0.52 0.18 -0.75
H -3.2968 -3.1520 -2.8207 0.72 0.45 0.15
H -1.5677 -3.5124 -2.4467 -0.17 -0.16 0.00
H -1.9322 -2.2161 -3.5811 -0.27 -0.12 0.28
H -3.9262 -0.4809 -2.0709 0.74 0.05 -0.16
H -2.2526 0.0169 -2.7478 -0.73 -0.17 0.55
H -2.6987 0.2912 -0.9987 -0.17 -0.22 -0.87
H -3.8186 -2.5012 -0.3186 0.50 -0.15 0.15
H -2.6327 -1.6066 0.6401 0.04 0.21 -0.06
H -2.1783 -3.2004 0.0694 -0.27 -0.04 -0.16
H 3.3869 -1.8849 0.5343 0.16 -0.43 -0.45
H 4.4917 -2.9779 -0.4185 -0.72 0.07 0.23
H 2.7674 -3.4567 -0.0062 0.26 -0.22 0.10
H 4.0250 -0.1669 -1.2916 -0.12 -0.22 -0.26
H 3.0004 -0.2501 -2.7692 0.40 -0.25 0.29
H 4.5516 -1.1692 -2.6919 -0.35 0.28 0.33
H 1.9963 -3.8632 -2.3104 0.17 0.29 -0.12
H 3.6959 -3.6077 -2.8392 -0.24 0.08 -0.03
H 2.3969 -2.6009 -3.5625 0.05 -0.53 0.37
```
Positions in Å, forces in eV/Å.

The value obtained for the highest occupied orbital energy is -4.3681 eV. The calculation puts the lowest unoccupied orbital energy at 0.0999 hartree. The charge is -1. The strongest force on any atom is 2.84 eV Å⁻¹.